No. 1
63
Properties=species:S:1:pos:R:3:forces:R:3:mulliken_charge:R:1 method="wB97M-V/def2-TZVPD" charge=+1 homo_ev=-8.117
S -0.4432 -4.5538 -5.4073 -0.6 -0.5 0.6 -0.15
P -0.3044 -2.6832 -4.7344 0.6 1.2 0.8 0.03
In 1.4325 -2.5987 -2.8443 0.1 -1.2 -0.1 0.80
Cl 0.2314 -1.8401 -0.8365 0.4 0.6 -0.3 -0.47
H 0.0910 -1.7149 -5.6874 -0.2 -0.3 -0.4 0.06
H -1.5441 -2.2382 -4.2874 -0.1 0.5 -0.4 0.09
H 2.1252 -4.1686 -2.7015 -0.1 0.2 0.1 -0.20
H 2.6951 -1.3667 -3.2132 0.0 -0.5 0.1 -0.44
C 3.7964 2.6084 -0.7586 0.0 -0.2 -0.1 -1.45
C 2.6008 2.2823 0.1201 0.0 0.1 -0.2 -0.26
N 2.8037 1.1323 1.0780 0.0 -0.2 -0.1 0.26
C 3.0862 -0.1084 0.2829 0.2 0.2 -0.1 -0.61
C 1.5017 0.8340 1.8028 -0.3 0.3 0.1 -0.38
C 0.9559 1.9019 2.7361 0.0 -0.1 0.1 -1.17
C 3.9882 1.2978 2.0047 -0.1 -0.1 0.0 0.04
C 4.0886 2.5444 2.8526 0.1 0.2 0.2 -0.36
O 4.1606 3.7000 2.0485 -0.1 0.0 0.0 -0.30
C 3.6507 4.8848 2.6602 0.0 0.0 -0.1 -0.77
H 4.0442 1.7873 -1.4375 0.1 0.1 0.0 0.33
H 3.5530 3.4773 -1.3699 0.0 0.0 0.1 0.42
H 4.6842 2.8581 -0.1863 0.0 0.0 0.0 0.27
H 1.7482 2.0046 -0.5081 -0.1 -0.1 0.2 0.62
H 2.3002 3.1482 0.6952 0.1 0.0 0.1 0.18
H 2.2786 -0.2515 -0.4303 -0.1 -0.2 0.1 -0.20
H 3.1242 -0.9541 0.9624 -0.1 -0.1 0.0 0.45
H 4.0433 -0.0031 -0.2181 0.0 0.0 0.0 0.39
H 1.6651 -0.0906 2.3526 0.0 -0.1 -0.1 0.35
H 0.7784 0.6296 1.0139 0.1 -0.1 -0.1 0.38
H 1.4139 1.8465 3.7206 0.0 0.1 0.0 0.33
H -0.1048 1.7067 2.8925 0.0 0.0 -0.1 0.51
H 1.0463 2.9163 2.3506 0.0 0.0 0.0 0.23
H 4.8700 1.2320 1.3698 0.0 -0.1 0.0 0.50
H 3.9738 0.4053 2.6728 0.0 0.7 -0.6 -0.49
H 5.0218 2.4503 3.4232 0.0 -0.2 0.0 0.35
H 3.2836 2.6130 3.5827 -0.1 0.0 -0.1 0.32
H 3.6035 4.7954 3.7454 0.0 0.0 0.0 0.36
H 2.6505 5.1020 2.2727 0.0 0.0 0.1 0.27
H 4.3094 5.7107 2.4044 0.0 0.0 0.0 0.28
C -5.7617 -4.2792 -0.9848 0.1 0.0 0.0 -0.39
C -5.5923 -5.0293 -2.1392 -0.1 -0.1 0.1 -0.58
C -5.1159 -4.4295 -3.2964 0.0 -0.2 -0.1 -0.12
C -4.8024 -3.0811 -3.2651 -0.1 0.1 0.1 0.01
C -4.9629 -2.3211 -2.1265 -0.1 0.3 0.2 -0.36
C -5.4505 -2.9292 -0.9799 0.0 -0.1 0.0 -0.48
N -4.2564 -2.4481 -4.4686 -0.1 0.0 0.2 1.13
O -4.1368 -3.1233 -5.4650 0.1 -0.1 -0.2 -0.57
O -3.9264 -1.2737 -4.3950 0.1 0.1 0.0 -0.64
H -6.1412 -4.7503 -0.0895 0.0 0.0 0.0 0.41
H -5.8410 -6.0776 -2.1474 -0.1 0.0 -0.1 0.40
H -4.9888 -5.0072 -4.1978 0.0 0.1 -0.1 0.45
H -4.7124 -1.2720 -2.1253 0.0 0.0 -0.1 0.47
H -5.5848 -2.3455 -0.0800 0.0 0.0 0.0 0.38
O -8.1159 -5.2762 -3.0276 0.1 0.0 0.1 -0.61
H -8.7812 -5.0689 -3.7021 0.2 0.1 0.0 0.23
Be 4.5687 -0.8127 4.2627 0.2 -0.5 0.6 0.01
C -1.7372 3.9094 4.7111 0.2 -0.2 0.3 -0.45
O -1.7679 2.6429 5.3614 0.0 0.0 -0.3 -0.49
H -2.5492 3.9390 3.9906 0.0 -0.1 0.0 0.23
H -1.8709 4.7173 5.4331 0.0 0.1 -0.1 0.32
H -0.7844 4.0461 4.1861 -0.1 0.1 -0.1 0.10
H -1.0533 2.6192 6.0021 -0.1 0.0 0.1 0.29
Br -1.7756 -4.3191 -2.8396 0.2 -1.0 -0.7 -0.26
K 1.9368 0.6729 -3.0410 -0.4 0.9 -0.1 0.94

=====

No. 2
100
Properties=species:S:1:pos:R:3:forces:R:3:mulliken_charge:R:1 method="wB97M-V/def2-TZVPD" homo_ev=-5.891
Y 0.1269 0.0576 0.3172 -0.2 0.6 -0.6 -0.60
N 1.2153 3.8552 -2.4016 0.1 0.2 -0.2 0.30
C 1.0272 2.9524 -1.4438 -0.1 -0.4 0.1 -1.73
N 0.5596 1.7490 -1.6345 0.0 0.1 0.1 1.35
C 0.1560 1.3917 -2.9064 0.2 0.4 -0.3 -0.70
N -0.3751 0.2567 -3.1930 -0.1 -0.4 0.3 -1.29
N -0.5564 -0.5533 -2.0672 0.4 0.7 0.0 1.88
C -1.2448 -1.5826 -2.3118 -0.6 -0.8 0.2 -1.22
C -1.6544 -2.4916 -1.2231 0.1 0.4 -0.7 0.47
C -2.4331 -3.5906 -1.5133 -0.3 -0.4 0.0 -0.87
C -2.8408 -4.4114 -0.4684 0.0 0.0 -0.3 -0.81
C -2.4400 -4.0947 0.8109 0.1 0.1 0.2 -1.30
C -1.6454 -2.9706 1.0082 -0.1 -0.1 -0.1 -0.75
N -1.2661 -2.1791 0.0092 0.3 0.5 0.6 1.76
C 0.3225 2.3592 -4.0120 -0.1 -0.3 0.1 0.78
C -0.0538 2.0761 -5.3276 0.0 -0.1 0.0 -0.35
C 0.1076 3.0200 -6.3172 0.0 0.1 0.0 -0.88
C 0.6492 4.2726 -6.0043 -0.1 -0.1 -0.1 -0.44
C 1.0247 4.5700 -4.7148 0.0 0.0 0.1 -0.98
C 0.8574 3.6032 -3.7221 0.1 0.2 0.0 0.09
H 1.5314 4.7727 -2.1323 0.0 0.0 0.0 0.31
H 1.2820 3.2541 -0.4383 0.0 0.0 0.0 0.49
H -1.5861 -1.7727 -3.3295 0.0 -0.1 0.0 0.24
H -2.7114 -3.7979 -2.5390 0.0 0.0 0.0 0.55
H -3.4515 -5.2845 -0.6602 0.0 0.0 0.0 0.43
H -2.7189 -4.7037 1.6602 0.0 0.0 0.0 0.54
H -1.2854 -2.7107 1.9916 -0.1 -0.1 -0.1 0.01
H -0.4761 1.1034 -5.5396 0.0 0.0 0.0 0.48
H -0.1855 2.7952 -7.3342 0.0 0.0 0.0 0.44
H 0.7748 5.0170 -6.7802 0.0 0.0 0.0 0.41
H 1.4430 5.5378 -4.4650 0.0 0.0 0.0 0.43
C -1.9041 3.1736 4.2699 -0.1 0.0 -0.2 -0.78
N -2.3913 3.5256 2.9429 0.1 0.0 0.4 0.26
C -3.6331 4.0666 2.6646 0.1 -0.1 0.1 -0.57
C -3.6724 4.2587 1.3332 0.2 -0.1 -0.2 -0.59
N -2.4678 3.8349 0.8005 0.0 0.2 -0.1 0.05
B -2.1105 3.9555 -0.6959 -0.1 -0.1 0.0 0.61
N -2.7325 2.7364 -1.5124 0.1 0.1 0.1 0.26
C -3.1824 2.9356 -2.8053 0.1 0.0 0.2 -0.72
C -3.8426 1.8323 -3.2040 0.0 -0.1 0.1 -0.53
N -3.7932 0.9486 -2.1425 -0.1 -0.3 0.0 0.37
C -4.5263 -0.3047 -2.0636 0.0 0.2 -0.1 -0.86
C -3.0900 1.4981 -1.1154 0.0 0.2 0.0 -0.35
S -2.8025 0.6881 0.3852 0.1 0.0 -0.4 -0.39
C -1.6890 3.3749 1.7980 -0.2 0.0 -0.1 -0.27
S -0.1024 2.7191 1.7474 -0.1 -0.1 0.0 -0.40
H -2.5076 3.7033 5.0038 0.0 0.0 0.0 0.36
H -0.8623 3.4640 4.3658 0.0 0.0 0.0 0.33
H -1.9787 2.1014 4.4355 0.0 0.0 0.0 0.23
H -4.3576 4.2636 3.4353 0.0 0.0 0.0 0.45
H -4.4512 4.6606 0.7095 0.0 0.0 0.0 0.51
H -2.6573 4.9446 -1.1464 0.1 -0.1 0.1 -0.25
H -0.9194 4.0094 -0.8271 -0.1 0.0 0.0 -0.14
H -3.0046 3.8639 -3.3198 0.0 0.0 0.0 0.60
H -4.3504 1.5989 -4.1235 0.0 0.0 0.0 0.46
H -5.1030 -0.4123 -2.9799 0.0 0.0 0.0 0.33
H -5.1963 -0.2920 -1.2064 0.0 0.0 0.0 0.34
H -3.8585 -1.1497 -1.9466 0.1 -0.1 0.0 0.33
C -1.4370 -0.9030 3.8336 -0.1 0.0 0.1 -0.99
Si 0.2711 -0.8547 2.9723 0.0 -0.3 0.3 1.77
C 1.3069 0.1127 4.2220 0.2 0.1 0.2 -1.00
C 0.9120 -2.6617 3.1395 0.1 -0.3 0.1 0.47
C 0.7633 -3.2977 4.3861 0.0 0.0 -0.1 -0.54
C 1.1417 -4.6143 4.6022 0.0 0.0 -0.1 -0.87
C 1.6825 -5.3474 3.5516 0.0 0.0 0.0 -0.88
C 1.8486 -4.7398 2.3173 -0.1 0.1 0.0 -0.98
C 1.4841 -3.4022 2.0765 0.0 -0.2 0.3 0.82
Si 1.7928 -2.7167 0.3075 -0.4 0.3 -0.1 1.10
C 0.9447 -4.0469 -0.8060 0.0 -0.1 -0.1 -1.44
C 3.5630 -3.3459 -0.1342 0.3 0.0 0.0 -1.48
H -1.4022 -1.2648 4.8684 0.0 0.1 -0.1 0.45
H -2.1690 -1.5124 3.2964 -0.1 0.1 0.1 0.24
H -1.8342 0.1168 3.8460 0.0 -0.1 0.0 -0.04
H 1.2728 -0.3377 5.2214 0.0 0.0 -0.1 0.37
H 0.9339 1.1399 4.2841 0.0 0.0 0.0 0.17
H 2.3518 0.1667 3.9052 0.0 0.0 0.0 0.09
H 0.3333 -2.7419 5.2154 0.0 0.0 0.0 0.24
H 1.0133 -5.0686 5.5787 0.0 0.0 0.0 0.37
H 1.9737 -6.3825 3.6951 0.0 0.0 0.0 0.40
H 2.2666 -5.3328 1.5078 0.0 0.0 0.0 0.26
H 1.6644 -4.8389 -1.0409 -0.1 0.0 0.0 0.71
H 0.6105 -3.6321 -1.7629 0.1 -0.1 0.0 0.27
H 0.0893 -4.5253 -0.3233 0.0 0.0 -0.1 0.31
H 3.7287 -4.3189 0.3394 0.0 0.0 -0.1 0.52
H 4.4274 -2.7311 0.1136 0.0 0.0 0.0 0.35
H 3.5825 -3.5058 -1.2171 0.0 0.0 0.0 0.34
C 4.3564 -1.0361 1.9782 -0.2 -0.2 -0.1 -1.38
As 4.0342 0.0095 0.3993 0.4 0.9 -0.2 1.49
C 5.8226 0.7372 0.1645 0.0 0.1 0.3 -1.29
C 3.8306 -0.5323 -1.4419 -0.1 -0.3 0.1 -1.07
S 2.7280 1.5993 0.8904 -0.1 -0.5 0.0 -0.60
H 5.2529 -1.6357 1.8512 0.0 -0.1 0.1 0.48
H 3.5019 -1.6469 2.2569 0.0 0.0 0.0 0.14
H 4.5128 -0.2431 2.7076 0.0 -0.1 0.1 0.51
H 6.5185 -0.0657 -0.0807 0.0 0.0 0.0 0.38
H 6.1303 1.2214 1.0892 0.1 0.0 0.0 0.39
H 5.8083 1.4717 -0.6365 0.0 0.0 0.0 0.37
H 4.5607 -1.2975 -1.6943 0.0 0.0 0.0 0.45
H 4.0380 0.3923 -1.9776 0.0 0.0 -0.1 0.47
H 2.8224 -0.8867 -1.6222 0.0 0.0 -0.1 -0.04

=====

Values of DFT total energy, in order: -5655.5134, -5928.0011, all in hartree.